P.
{"formula": "C7H11NO", "method": "wB97M-V/def2-TZVPD", "symbols": ["C", "C", "C", "C", "C", "C", "C", "N", "O", "H", "H", "H", "H", "H", "H", "H", "H", "H", "H", "H"], "coordinates": [[-2.24779, -0.71340, 0.91452], [-2.87283, 0.34247, 0.67972], [-1.63613, -1.82537, 1.02709], [0.66166, 0.29551, -0.62224], [1.25476, 1.63942, -1.08041], [-0.35378, -0.24855, -1.58446], [1.85536, -0.02140, 1.49134], [0.87801, -0.37912, 0.39598], [-3.45694, 1.34762, 0.38830], [-0.56830, -1.92157, 0.79385], [-2.07924, -2.80563, 1.32382], [0.57336, 2.42375, -0.68090], [1.13426, 1.44276, -2.13648], [2.30045, 1.59683, -0.82545], [-0.72948, -1.16847, -1.17483], [0.13991, -0.51899, -2.54226], [-1.21128, 0.46458, -1.66023], [2.64851, -0.81592, 1.41933], [2.44177, 0.94328, 1.47298], [1.26774, -0.07779, 2.40031]], "multiplicity": 1, "smiles": "CN=C(C)C.C=C=C=O", "homo_ha": -0.316, "gap_ev": 8.149}

Q.
{"formula": "C7H11NO", "method": "wB97M-V/def2-TZVPD", "symbols": ["C", "C", "C", "C", "N", "C", "C", "C", "O", "H", "H", "H", "H", "H", "H", "H", "H", "H", "H", "H"], "coordinates": [[0.49743, 1.00023, 0.99300], [-0.15185, -1.33266, 1.92535], [1.35606, 0.26952, -0.01905], [-0.38954, -0.22291, 0.94606], [-2.17662, 0.75485, -0.43164], [-1.38130, -0.29522, -0.00324], [0.77255, 0.40000, -1.47885], [1.43636, -0.12102, -2.50962], [2.50097, -0.10391, 0.17267], [-1.88814, 1.68451, -0.16360], [-3.10374, 0.57199, -0.78202], [1.02731, 1.08952, 1.93967], [0.05377, 1.92456, 0.62401], [-1.83477, -1.26239, -0.18127], [-0.04834, 1.07954, -1.66547], [0.25994, -0.97657, 2.87033], [-1.06487, -1.88233, 2.15036], [0.57043, -2.03873, 1.51295], [1.18892, 0.09641, -3.53754], [2.37541, -0.63537, -2.36212]], "multiplicity": 1, "smiles": "C=CC(=O)C/C(C)=C\\N", "homo_ha": -0.279, "gap_ev": 8.331}

R.
{"formula": "C7H11NO", "method": "wB97M-V/def2-TZVPD", "symbols": ["C", "C", "C", "C", "C", "C", "C", "N", "O", "H", "H", "H", "H", "H", "H", "H", "H", "H", "H", "H"], "coordinates": [[1.98391, 0.49613, 1.95359], [-2.44911, -0.13186, -1.40825], [-1.10261, -1.13826, 0.50135], [1.34904, 1.21045, 0.79893], [1.25954, 0.38956, -0.47237], [-1.13671, -0.23621, -0.69956], [-0.05883, 0.41476, -1.13422], [2.31801, -0.16532, -0.88252], [0.93769, 2.34106, 0.83472], [2.22322, -0.68327, -1.74891], [-0.11334, 1.01131, -2.03568], [2.11658, 1.16101, 2.79803], [1.38820, -0.36818, 2.24385], [2.95835, 0.13148, 1.59587], [-1.31051, -0.56214, 1.41157], [-3.25854, 0.04058, -0.67262], [-2.42743, 0.67226, -2.14557], [-2.68474, -1.05742, -1.94646], [-1.86916, -1.90645, 0.40066], [-0.12355, -1.61947, 0.60759]], "multiplicity": 1, "smiles": "[H]/N=C(\\C=C(C)C)C(C)=O", "homo_ha": -0.346, "gap_ev": 10.149}

S.
{"formula": "C7H11NO", "method": "wB97M-V/def2-TZVPD", "symbols": ["C", "C", "C", "C", "C", "C", "C", "H", "H", "H", "H", "H", "H", "H", "H", "H", "H", "H", "N", "O"], "coordinates": [[1.12131, -0.53309, 1.57140], [-0.01522, -0.64459, 0.63205], [-0.86127, 0.49123, 0.19289], [0.02107, -0.68802, -0.99961], [0.67462, 0.57207, -1.36785], [1.39654, 1.45381, -0.39517], [-0.09001, 1.52441, -0.45949], [2.11035, -0.02519, 1.14833], [0.75508, 0.30669, 2.32307], [1.43054, -1.71039, 2.01478], [-0.20507, -2.37835, 1.51759], [-1.53894, -1.97092, 0.37200], [-1.60474, 0.77226, 0.91752], [-0.02122, -1.75749, -1.63101], [0.72174, 0.73484, -2.45601], [1.87511, 1.05578, 0.49440], [2.10449, 2.16614, -0.79500], [-0.87432, 2.45547, -0.53767], [-1.01380, -1.59330, 1.29035], [-1.39234, -0.19384, -0.93072]], "multiplicity": 1, "homo_ha": -0.345, "gap_ev": 10.291}

Energies relative to the minimum, eV: P 2.919; Q 1.615; R 0.000; S 5.560

P.
{"formula": "C5H8", "method": "wB97M-V/def2-TZVPD", "symbols": ["C", "C", "C", "C", "C", "H", "H", "H", "H", "H", "H", "H", "H"], "coordinates": [[0.47905, 1.16038, 0.32399], [0.91912, 0.15902, -0.81244], [0.80088, -1.14639, -0.05627], [-0.10789, -1.05029, 0.94854], [-0.44887, 0.25521, 1.10283], [-0.04433, 2.05443, -0.03630], [1.36402, 1.49944, 0.87782], [0.23353, 0.25388, -1.66529], [1.93633, 0.31570, -1.19145], [1.50621, -1.96248, -0.20820], [-2.34282, -1.25034, -0.23659], [-2.91322, -0.91082, -0.57562], [-1.38201, 0.62225, 1.52899]], "multiplicity": 1, "smiles": "C1=CCCC=1.[H][H]", "homo_ha": [-0.314, -0.292], "gap_ev": [8.102, 7.389]}

Q.
{"formula": "C5H8", "method": "wB97M-V/def2-TZVPD", "symbols": ["C", "C", "C", "C", "C", "H", "H", "H", "H", "H", "H", "H", "H"], "coordinates": [[0.27712, 1.42486, -0.84667], [0.42928, 0.29863, 0.18429], [1.39329, -0.70991, -0.45948], [-0.82607, -0.37490, 0.66076], [-1.89197, -0.90003, 0.94966], [-0.60579, 1.13211, -1.53828], [1.34557, 1.48883, -1.35843], [0.03072, 2.47097, -0.27371], [0.79198, 0.67162, 1.14647], [1.48923, -1.83716, 0.00873], [1.12456, -0.92146, -1.61685], [2.38283, -0.30793, -0.69385], [-2.84898, -1.12888, 1.39457]], "multiplicity": 1, "smiles": "C#CC(C)C", "homo_ha": -0.365, "gap_ev": 11.005}

R.
{"formula": "C5H8", "method": "wB97M-V/def2-TZVPD", "symbols": ["C", "C", "C", "C", "C", "H", "H", "H", "H", "H", "H", "H", "H"], "coordinates": [[1.36190, -0.50649, -0.20392], [0.63218, 0.56912, 0.56161], [-0.59232, 1.06791, -0.20098], [-1.14172, -0.37566, -0.30865], [0.10320, -0.83357, 0.51584], [1.34412, -0.53392, -1.29236], [2.31168, -0.82628, 0.22527], [1.12239, 1.10576, 1.36741], [-0.39112, 1.58488, -1.14005], [-1.23207, 1.69564, 0.42368], [-2.12690, -0.49539, 0.17807], [-1.21808, -0.81904, -1.31020], [-0.17328, -1.63296, 1.18429]], "multiplicity": 1, "smiles": "C1C[C@H]2C[C@@H]12", "homo_ha": -0.361, "gap_ev": 11.125}

S.
{"formula": "C5H8", "method": "wB97M-V/def2-TZVPD", "symbols": ["C", "C", "C", "C", "C", "H", "H", "H", "H", "H", "H", "H", "H"], "coordinates": [[-2.49775, 0.10827, -0.11201], [-1.36308, 0.11506, 0.28543], [0.58031, -1.25299, -0.41640], [0.78417, 1.12513, 0.16903], [0.06829, -0.14779, 0.48091], [-3.44218, 0.34701, -0.36783], [1.27007, -0.72085, -1.10641], [-0.30526, -1.82933, -0.79134], [1.36481, -1.88238, 0.11300], [0.87777, 1.15270, -0.95765], [0.45803, 2.12860, 0.47857], [1.91775, 1.13434, 0.62867], [0.28708, -0.27776, 1.59602]], "multiplicity": 1, "smiles": "C#CC(C)C", "homo_ha": -0.365, "gap_ev": 11.042}

Energies relative to the minimum, eV: P 2.976; Q 1.191; R 0.000; S 0.966

P.
{"formula": "C5H8", "method": "wB97M-V/def2-TZVPD", "symbols": ["C", "C", "C", "C", "C", "H", "H", "H", "H", "H", "H", "H", "H"], "coordinates": [[1.54349, 1.29186, 1.41697], [1.09250, 0.18212, 0.49170], [-0.14906, 0.09961, 0.01832], [-0.66068, -0.87482, -0.92134], [-1.96234, -0.90714, -1.23349], [1.08283, 1.21139, 2.40673], [2.61954, 1.23518, 1.54230], [1.22632, 2.26341, 1.04934], [1.76513, -0.67090, 0.54686], [-0.75261, 0.98162, 0.23664], [0.04129, -1.57008, -1.37052], [-2.56050, -0.02195, -1.04060], [-2.46871, -1.79725, -1.57681]], "multiplicity": 1, "smiles": "C=C/C=C/C", "homo_ha": -0.310, "gap_ev": 9.496}

Q.
{"formula": "C5H8", "method": "wB97M-V/def2-TZVPD", "symbols": ["C", "C", "C", "C", "C", "H", "H", "H", "H", "H", "H", "H", "H"], "coordinates": [[-0.72846, -1.20943, 1.96575], [-0.87351, -0.72141, 0.72298], [-0.22982, 0.53423, 0.05767], [0.26635, 0.64730, -1.35761], [1.56235, 0.64388, -1.71923], [-1.47422, -1.94094, 2.25581], [-0.18261, -0.84430, 2.94724], [-1.61670, -1.20078, 0.05390], [0.69330, 0.85425, 0.64788], [-0.91342, 1.42026, 0.28950], [-0.52866, 0.43541, -2.13539], [1.81160, 0.68042, -2.78342], [2.21379, 0.70110, -0.94507]], "multiplicity": 1, "smiles": "C=CCC=C", "homo_ha": -0.356, "gap_ev": 10.926}

Energies relative to the minimum, eV: P 0.000; Q 0.759

P.
{"formula": "C5H8", "method": "wB97M-V/def2-TZVPD", "symbols": ["C", "C", "C", "C", "C", "H", "H", "H", "H", "H", "H", "H", "H"], "coordinates": [[0.77652, -0.83873, -0.14672], [-0.81957, -0.94776, 0.12049], [-1.25686, 0.46619, -0.02957], [-0.28113, 1.30444, -0.06080], [1.06042, 0.58535, 0.14053], [1.41170, -1.45357, 0.41563], [1.02985, -1.11677, -1.21711], [-1.19176, -1.51296, 1.10198], [-1.29688, -1.60547, -0.63895], [-2.32585, 0.77896, -0.19560], [-0.43589, 2.43257, -0.06619], [1.51954, 0.75770, 1.12724], [1.80989, 1.15003, -0.55093]], "multiplicity": 1, "smiles": "C1=CCCC1", "homo_ha": -0.336, "gap_ev": 10.388}

Q.
{"formula": "C5H8", "method": "wB97M-V/def2-TZVPD", "symbols": ["C", "C", "C", "C", "C", "H", "H", "H", "H", "H", "H", "H", "H"], "coordinates": [[0.93607, 0.60076, 0.56806], [0.18160, -0.74474, 0.62107], [-1.72045, -0.52651, 0.04172], [-0.56048, -0.28665, -0.75777], [0.12457, 1.08695, -0.64915], [1.99554, 0.44942, 0.34634], [0.85551, 1.20822, 1.47262], [0.74946, -1.66318, 0.47474], [-0.45885, -0.85847, 1.50674], [-1.95226, -1.60542, -0.08543], [-0.28305, -0.91697, -1.61103], [0.72674, 1.38111, -1.51275], [-0.59441, 1.87547, -0.41516]], "multiplicity": 1, "homo_ha": -0.303, "gap_ev": 9.329}

R.
{"formula": "C5H8", "method": "wB97M-V/def2-TZVPD", "symbols": ["C", "C", "C", "C", "C", "H", "H", "H", "H", "H", "H", "H", "H"], "coordinates": [[-0.13634, -0.90167, 0.68857], [-1.27455, -0.09296, -0.06263], [-0.50279, 0.86750, -0.93302], [0.79906, 0.86918, -0.66745], [1.19395, -0.18252, 0.33511], [-0.01819, -1.98476, 0.54724], [-0.32777, -0.77810, 1.75630], [-2.07406, -0.58417, -0.63869], [-1.81654, 0.45517, 0.71971], [-0.96326, 1.45952, -1.72090], [1.52474, 1.49693, -1.17458], [1.96380, -0.82807, -0.11092], [1.63194, 0.20396, 1.26125]], "multiplicity": 1, "smiles": "C1=CCCC1", "homo_ha": -0.331, "gap_ev": 10.252}

S.
{"formula": "C5H8", "method": "wB97M-V/def2-TZVPD", "symbols": ["C", "C", "C", "C", "C", "H", "H", "H", "H", "H", "H", "H", "H"], "coordinates": [[-2.28489, 0.35519, -0.22751], [-1.22533, 0.38438, 0.84902], [0.01437, 0.08671, 0.55014], [1.09706, -0.56173, 0.19691], [2.39806, -0.10539, -0.39792], [-2.85910, 1.28609, -0.26897], [-2.97764, -0.47983, -0.06175], [-1.79502, 0.19702, -1.19469], [0.95565, -1.62863, 0.34669], [-1.51593, 0.49609, 1.89406], [3.24828, -0.45693, 0.19805], [2.49468, -0.55533, -1.39433], [2.44981, 0.98235, -0.48970]], "multiplicity": 1, "smiles": "CC=C=CC", "homo_ha": -0.337, "gap_ev": 10.239}

Energies relative to the minimum, eV: P 0.512; Q 3.698; R 0.000; S 1.044

P.
{"formula": "C3H9NS", "method": "wB97M-V/def2-TZVPD", "symbols": ["C", "C", "C", "H", "H", "H", "H", "H", "H", "H", "H", "H", "N", "S"], "coordinates": [[2.49111, -0.02848, 0.24498], [-0.05823, 0.47496, 0.01481], [-1.42346, 0.19211, -0.42735], [2.53010, 0.95823, -0.30837], [2.57399, 0.04747, 1.36740], [3.27758, -0.68314, -0.26544], [0.08226, 0.68934, 1.03661], [0.43809, 1.41107, -0.48252], [-2.03851, 1.14000, -0.45184], [-1.43792, -0.06654, -1.45236], [-3.14190, -0.99056, -0.19564], [-1.95198, -1.51726, 0.85880], [-2.36613, -0.67360, 0.37646], [1.02500, -0.95362, -0.31553]], "multiplicity": 1, "smiles": "CSCCN", "homo_ha": -0.316, "gap_ev": 9.627}

Q.
{"formula": "C3H9NS", "method": "wB97M-V/def2-TZVPD", "symbols": ["C", "C", "C", "S", "N", "H", "H", "H", "H", "H", "H", "H", "H", "H"], "coordinates": [[1.10356, 0.17966, -1.15748], [-0.04498, 0.46644, -0.18721], [-0.66407, -0.96024, 0.11588], [-1.96636, -0.80575, 1.43571], [0.36249, 1.06765, 1.07382], [0.79308, -0.37115, -2.04235], [1.46086, 1.12698, -1.58590], [1.98288, -0.25675, -0.68177], [-0.76986, 1.10225, -0.69688], [0.12476, -1.71081, 0.12889], [-1.17357, -1.24348, -0.81146], [-1.71091, -2.02485, 1.94718], [0.92486, 1.91071, 0.94175], [-0.42273, 1.51934, 1.51983]], "multiplicity": 1, "smiles": "C[C@H](N)CS", "homo_ha": -0.328, "gap_ev": 9.944}

Energies relative to the minimum, eV: P 0.525; Q 0.000

P.
{"formula": "C3H9NS", "method": "wB97M-V/def2-TZVPD", "symbols": ["C", "C", "C", "S", "N", "H", "H", "H", "H", "H", "H", "H", "H", "H"], "coordinates": [[0.46611, 1.07499, -0.31387], [-0.41474, -0.09565, 0.10883], [0.37432, -1.30277, 0.66395], [-0.76066, -2.52555, 1.41606], [-0.21250, 1.90851, -1.29563], [1.35885, 0.65539, -0.79352], [0.86442, 1.55483, 0.59277], [-1.12043, 0.15670, 0.90600], [-1.02221, -0.39955, -0.74417], [0.93188, -0.97017, 1.53941], [1.05349, -1.66882, -0.10085], [-0.91907, -3.42229, 0.43163], [0.42343, 2.66245, -1.52838], [-1.02289, 2.37192, -0.88221]], "multiplicity": 1, "smiles": "NCCCS", "homo_ha": -0.331, "gap_ev": 10.038}

Q.
{"formula": "C3H9NS", "method": "wB97M-V/def2-TZVPD", "symbols": ["C", "C", "C", "H", "H", "H", "H", "H", "H", "H", "H", "H", "N", "S"], "coordinates": [[-0.54482, 2.41281, -0.35394], [-0.34612, -0.32343, 0.24195], [0.16010, -1.68138, 0.12548], [-1.76315, 2.29215, -0.40423], [-0.37260, 2.13139, 0.98130], [-0.19595, 3.50794, -0.82380], [0.09324, -0.16799, 1.30305], [-1.35300, -0.33690, 0.59626], [0.08988, -2.23800, 1.14738], [-0.62073, -2.18379, -0.45340], [2.11635, -1.50519, 0.19202], [1.34288, -0.78392, -0.97856], [1.42059, -1.90305, -0.37878], [-0.02667, 0.77938, -1.19474]], "multiplicity": 1, "homo_ha": -0.328, "gap_ev": 9.573}

Energies relative to the minimum, eV: P 0.000; Q 4.140